(1)
66
Properties=species:S:1:pos:R:3:forces:R:3:lowdin_charge:R:1 method="wB97M-V/def2-TZVPD" relative_energy_ev=12.555
C 2.9608 -1.1949 3.2673 0.76 0.06 -0.67 -0.125
C 2.1304 -0.4536 2.0630 -1.77 2.23 -2.87 -0.137
C 2.5689 1.0995 1.6985 -2.40 -0.80 -1.81 -0.031
C 1.8858 2.0321 0.5286 -1.98 -4.33 0.42 -0.065
C 0.6980 1.3561 -0.3824 1.82 -2.65 3.61 -0.045
C 0.2530 -0.1811 -0.0290 2.16 1.11 1.78 -0.020
C 0.9065 -1.1169 1.1774 1.71 3.67 -0.71 -0.087
C 0.4232 -2.6511 1.4791 0.94 0.53 0.17 -0.098
C -0.9269 -2.7493 2.4626 0.95 -2.64 -0.26 -0.223
O -1.1548 -1.5568 3.2737 -3.22 0.44 -1.35 -0.058
C -2.3461 -0.7951 2.9119 0.76 5.89 -4.81 -0.217
O -2.2066 0.2125 2.0055 -0.85 -6.61 5.89 -0.008
C -3.8624 -0.9680 3.5384 0.09 -1.43 0.12 -0.094
C -5.0130 -1.1546 2.3747 -0.43 0.01 -0.76 -0.182
C -5.3966 0.2357 1.5734 1.44 0.59 -1.13 -0.084
C -4.8063 0.0905 0.0151 -0.91 -3.65 -5.26 -0.255
O -5.2762 -0.8459 -0.8527 2.79 5.54 5.85 -0.071
O -3.7408 0.9773 -0.5200 -1.61 -2.65 1.90 -0.032
C -2.2096 -3.3277 1.6287 0.22 -0.51 -1.03 -0.193
C -2.3958 -2.6925 0.1126 -1.38 -0.44 0.01 -0.053
F -1.9043 -4.7904 1.3901 -0.43 2.85 0.59 -0.120
H 4.0904 -0.8151 3.2016 -2.53 -0.71 0.19 0.086
H 3.0381 -2.3771 3.1458 -0.45 2.63 0.16 0.076
H 2.5600 -0.9458 4.3393 0.57 -0.44 -2.18 0.084
H 3.4265 1.5921 2.3380 -1.88 -1.17 -1.40 0.081
H 2.1735 3.1501 0.2879 -0.49 -2.81 0.83 0.068
H 0.1381 1.9345 -1.2407 1.31 -1.32 1.97 0.089
H -0.6148 -0.6684 -0.6635 2.15 1.24 1.55 0.044
H 0.2966 -3.3012 0.4879 0.03 1.63 2.20 0.124
H 1.3253 -3.1747 2.0603 -2.09 1.24 -1.21 0.108
H -0.6403 -3.6144 3.2368 -0.87 1.93 -1.61 0.168
H -3.8430 -1.9782 4.1714 -0.15 2.36 -1.11 0.128
H -4.2073 -0.0457 4.2049 1.26 -2.00 -1.38 0.143
H -5.9992 -1.5430 2.8733 2.02 0.71 -0.74 0.123
H -4.7272 -1.9414 1.5380 -0.48 1.55 1.95 0.101
H -4.8041 1.1387 2.0388 -1.39 -1.74 -0.88 0.123
H -6.5549 0.4441 1.5016 2.50 -0.55 0.11 0.132
H -3.0085 0.4298 -0.9625 -1.81 0.71 0.48 0.082
H -3.2276 -3.3527 2.2509 2.40 0.22 -1.36 0.150
H -1.5489 -2.9908 -0.6382 -1.54 0.41 1.75 0.087
H -2.5121 -1.5289 0.0888 0.35 -2.25 0.43 0.060
H -3.4298 -3.1292 -0.2957 2.34 0.92 0.78 0.109
O -1.6465 -0.3460 -2.4804 0.01 -0.28 -0.47 0.054
C -1.2360 -1.0464 -3.3954 -0.23 0.27 0.30 -0.360
C 0.2038 -1.3283 -3.5592 0.38 -0.13 -0.14 0.031
C 0.6516 -2.0919 -4.5605 0.04 0.25 0.38 0.030
C -0.2738 -2.6876 -5.5447 0.35 -0.57 -0.74 -0.381
O 0.1367 -3.3881 -6.4597 -0.29 0.50 0.64 0.105
C -1.7136 -2.4058 -5.3810 -0.35 0.21 0.25 0.027
C -2.1614 -1.6421 -4.3796 -0.15 -0.22 -0.33 0.033
H 0.8698 -0.8847 -2.8287 -0.02 0.02 0.04 0.114
H 1.7044 -2.3079 -4.6954 -0.03 -0.01 -0.01 0.125
H -2.3796 -2.8493 -6.1114 0.05 0.00 0.01 0.125
H -3.2142 -1.4262 -4.2447 0.02 0.02 0.05 0.128
O 4.1124 3.0673 -1.0139 0.66 0.80 -0.09 0.080
C 4.7721 4.0942 -0.9318 -0.44 -0.79 -0.13 -0.374
C 4.6916 4.9645 0.2580 0.15 0.40 0.22 0.022
C 5.4111 6.0874 0.3458 -0.34 -0.32 0.21 0.024
C 6.3181 6.5050 -0.7417 0.54 0.81 0.05 -0.384
O 6.9778 7.5320 -0.6596 -0.46 -0.71 -0.05 0.101
C 6.3986 5.6348 -1.9314 -0.14 -0.40 -0.24 0.022
C 5.6791 4.5119 -2.0193 0.33 0.33 -0.18 0.024
H 4.0224 4.6441 1.0474 0.02 -0.01 -0.01 0.116
H 5.3633 6.7373 1.2110 0.03 0.01 -0.04 0.123
H 7.0678 5.9552 -2.7209 -0.01 0.02 0.05 0.123
H 5.7269 3.8620 -2.8845 -0.03 -0.01 0.04 0.123

***

(2)
DFT (the ωB97M-V functional and the def2-TZVPD basis) results for 14 unconnected molecules or ions with the total composition C56H86N2O24.

Structure (XYZ):
```
168
Properties=species:S:1:pos:R:3:forces:R:3:lowdin_charge:R:1
O -2.9689 -3.2548 -2.7125 -2.23 0.81 1.99 0.068
C -3.7406 -2.8915 -1.8118 1.86 0.37 -2.50 -0.412
O -3.3270 -2.8758 -0.5467 -0.10 0.57 -0.12 0.010
C -4.3971 -2.5192 0.3195 -1.65 -0.54 1.12 -0.134
C -5.6998 -2.2510 -0.5106 0.67 -0.69 0.14 -0.122
C -5.1380 -2.2568 -1.9000 0.12 -0.53 -1.29 -0.079
H -4.2343 -1.6405 0.9436 0.82 -0.11 -0.22 0.098
H -4.4682 -3.4236 0.9237 -0.47 0.36 0.51 0.134
H -6.2045 -1.3133 -0.2782 0.24 -0.10 0.21 0.108
H -6.4287 -3.0592 -0.4520 0.11 0.02 0.48 0.118
H -5.0896 -1.2485 -2.3111 0.45 -0.07 -0.15 0.119
H -5.7434 -2.8494 -2.5858 0.09 0.08 -0.13 0.132
O -0.2389 -7.5193 1.3595 0.25 1.10 0.58 0.126
C -0.1950 -6.3214 1.1985 -0.62 -2.26 0.60 -0.494
O -0.2067 -5.8325 -0.0222 0.63 1.75 -1.44 0.053
C -0.2576 -4.3821 0.0333 -0.96 -0.10 -0.07 -0.116
C 0.0858 -3.9652 1.4621 1.40 0.90 -1.03 -0.146
C -0.2717 -5.1992 2.1961 -0.34 -0.61 1.30 -0.070
H -1.3088 -4.1362 -0.1172 0.08 0.20 -0.54 0.111
H 0.3800 -3.9442 -0.7346 -0.08 -0.18 0.02 0.113
H -0.4445 -3.0578 1.7513 -0.29 -0.13 0.02 0.095
H 1.1337 -3.6667 1.4916 0.26 -0.32 0.23 0.107
H -1.3206 -5.0653 2.4604 -0.17 -0.60 0.30 0.122
H 0.2794 -5.4746 3.0953 -0.03 0.25 -0.02 0.140
O 0.8000 -0.5964 -4.8819 -0.65 0.40 -0.07 0.125
C 1.8140 -1.2182 -4.8206 0.45 -0.02 -1.54 -0.499
O 2.6845 -1.2839 -5.8642 -0.04 0.17 -0.85 0.043
C 3.9168 -1.9403 -5.5239 -0.06 0.44 0.88 -0.144
C 3.5741 -2.7118 -4.2796 -0.67 -0.87 0.96 -0.131
C 2.3094 -2.0078 -3.6974 1.41 -0.70 0.28 -0.059
H 4.6494 -1.1648 -5.3007 0.08 0.11 -0.19 0.124
H 4.3310 -2.6142 -6.2739 -0.53 0.40 -0.47 0.131
H 4.4301 -2.8442 -3.6178 -0.14 0.29 0.21 0.108
H 3.2906 -3.7312 -4.5415 -0.09 -0.04 -0.11 0.106
H 2.5288 -1.2469 -2.9484 -0.11 -0.44 0.48 0.098
H 1.5222 -2.7076 -3.4170 0.19 0.16 0.48 0.107
O -5.3149 0.1451 -7.2207 3.13 0.51 2.65 0.061
C -4.3009 0.1445 -6.4822 -2.91 -1.11 -2.74 -0.431
O -3.0636 0.1354 -7.0097 0.34 -0.31 1.21 0.050
C -2.0945 -0.1142 -5.9433 1.33 0.27 -0.32 -0.145
C -2.7859 -0.2696 -4.6200 -0.06 -0.09 0.54 -0.165
C -4.2404 -0.1160 -4.9920 -0.71 0.38 0.78 -0.081
H -1.3980 0.7240 -5.9251 -0.01 -0.13 -0.28 0.122
H -1.5177 -1.0343 -6.0366 -0.08 0.16 -1.23 0.114
H -2.3979 0.4541 -3.9032 -0.36 0.28 -0.02 0.102
H -2.5560 -1.2364 -4.1724 -0.20 -0.10 -0.15 0.095
H -4.6820 0.6918 -4.4085 -0.36 0.08 -0.31 0.123
H -4.8291 -1.0110 -4.7902 -0.05 0.02 -0.10 0.121
O -3.6197 5.3663 0.3859 -1.22 0.34 0.92 0.116
C -3.1459 5.0521 -0.6539 2.29 0.24 0.00 -0.466
O -3.5246 5.6229 -1.8163 -0.87 0.64 -0.40 0.019
C -2.7137 5.2199 -2.9391 0.85 -2.06 2.11 -0.093
C -2.2045 3.8498 -2.3151 2.57 0.01 -1.90 -0.153
C -1.9103 4.1091 -0.8294 -2.90 0.67 -1.62 -0.047
H -1.9029 5.9379 -3.0629 0.08 0.00 0.10 0.120
H -3.2219 5.1314 -3.8992 -0.55 -0.03 0.51 0.125
H -1.2233 3.6379 -2.7397 -0.02 -0.31 -0.58 0.102
H -2.8206 2.9897 -2.5772 -0.39 0.24 0.39 0.108
H -0.9709 4.6568 -0.7556 -0.11 0.02 0.34 0.115
H -2.0072 3.2548 -0.1593 0.31 0.24 -0.11 0.091
O 0.3367 -7.7629 -2.7042 -0.35 2.01 -2.12 0.101
C 0.0057 -6.8233 -3.4317 -0.43 -3.48 2.85 -0.475
O -1.2303 -6.7990 -3.9734 -0.12 -0.03 -0.09 0.039
C -1.5510 -5.5179 -4.4957 0.39 0.70 -0.77 -0.145
C -0.3558 -4.5971 -4.1366 -0.32 0.03 0.58 -0.137
C 0.7418 -5.5769 -3.6595 -0.44 1.25 -0.73 -0.078
H -2.5094 -5.1634 -4.1164 0.24 -0.14 0.39 0.103
H -1.6764 -5.5733 -5.5771 0.13 -0.29 -0.13 0.120
H -0.6693 -3.9485 -3.3186 0.03 0.05 0.06 0.078
H -0.0488 -3.9491 -4.9576 -0.02 -0.15 -0.09 0.107
H 1.1744 -5.3069 -2.6961 0.47 0.05 -0.36 0.120
H 1.4419 -5.7365 -4.4795 0.46 -0.03 0.38 0.130
O -2.6597 -4.1834 4.4152 1.50 1.83 -0.02 0.088
C -2.0647 -3.1097 4.3207 -2.69 -2.56 -0.50 -0.520
O -0.9662 -2.8077 4.9646 1.48 1.15 0.37 0.059
C -0.7185 -1.3603 4.8291 -0.77 0.06 0.24 -0.101
C -1.4779 -0.9416 3.5713 0.89 0.41 -0.41 -0.154
C -2.5791 -1.9747 3.4565 0.92 -0.06 0.31 -0.073
H 0.3378 -1.0943 4.7903 -0.07 -0.64 0.09 0.095
H -1.1757 -0.9031 5.7066 0.18 0.02 0.16 0.131
H -0.7768 -0.9991 2.7387 -0.01 -0.37 -0.25 0.095
H -1.7362 0.1171 3.5478 -0.40 -0.05 0.43 0.116
H -2.6259 -2.3868 2.4485 -0.71 0.22 0.10 0.102
H -3.5166 -1.6836 3.9302 -0.23 0.06 -0.56 0.135
O 4.3101 7.7948 -0.0316 -1.07 -2.03 0.55 0.099
C 3.7616 6.7114 0.1063 1.34 1.73 -0.93 -0.436
O 4.4352 5.6032 0.5431 -1.34 0.35 -0.12 0.041
C 3.5314 4.4792 0.4736 0.71 -1.25 -0.69 -0.145
C 2.3199 4.8649 -0.3641 -0.09 0.10 -0.36 -0.156
C 2.3141 6.3619 -0.2652 0.37 0.82 1.05 -0.077
H 3.3082 4.0587 1.4542 -0.14 0.56 0.20 0.111
H 4.0415 3.6853 -0.0719 0.30 0.01 0.15 0.098
H 1.4298 4.3468 -0.0073 -0.08 0.16 -0.03 0.090
H 2.4672 4.6340 -1.4192 0.12 -0.49 0.09 0.116
H 1.7465 6.6947 0.6038 -0.28 0.17 0.00 0.102
H 1.9999 6.9517 -1.1264 0.06 -0.22 0.05 0.131
O -3.3685 0.9952 0.3199 -0.05 0.53 0.49 0.100
C -3.8215 1.6287 1.2470 0.85 -0.77 -0.27 -0.450
O -3.1732 2.6992 1.7828 0.42 -0.93 -1.77 -0.004
C -3.9752 3.4090 2.6630 -1.96 -0.34 1.43 -0.168
C -5.3688 2.6995 2.5662 -1.05 0.55 0.73 -0.123
C -5.0832 1.3253 2.0216 1.00 0.22 -0.45 -0.075
H -4.0379 4.4740 2.4391 0.06 -0.32 -0.37 0.099
H -3.5575 3.2917 3.6629 0.02 0.01 0.16 0.131
H -6.0690 3.2192 1.9121 0.28 0.24 -0.17 0.122
H -5.8925 2.6210 3.5189 0.22 0.27 0.14 0.115
H -5.7881 0.8246 1.3580 -0.19 0.35 0.19 0.124
H -4.8102 0.6346 2.8194 0.06 -0.14 0.05 0.124
O 3.9061 -5.8734 3.8234 0.29 4.68 -1.44 0.067
C 3.8589 -4.6446 3.5407 -0.66 -3.75 1.33 -0.413
O 4.1491 -4.1160 2.3394 0.29 -1.62 -1.21 0.040
C 3.8903 -2.7398 2.2115 0.64 1.23 0.85 -0.170
C 3.1762 -2.3792 3.4968 -0.81 1.52 0.68 -0.161
C 3.3114 -3.5453 4.4371 0.39 -0.89 -0.13 -0.066
H 3.3805 -2.3499 1.3304 -0.53 -1.14 -0.19 0.097
H 4.8411 -2.2113 2.1413 0.39 -0.14 0.25 0.120
H 2.1251 -2.1379 3.3386 -0.06 -0.07 -0.27 0.099
H 3.6087 -1.4777 3.9309 0.00 0.05 -0.03 0.096
H 2.3811 -3.9474 4.8383 -0.01 0.27 0.12 0.127
H 4.0023 -3.3621 5.2601 -0.03 -0.11 0.01 0.130
O -0.3079 3.2775 1.9950 0.97 1.52 0.46 0.085
C -0.1651 4.4201 2.4074 -1.79 -2.22 -0.60 -0.462
O 0.9244 4.8701 3.0208 0.98 -1.76 -0.64 0.028
C 0.7952 6.1946 3.4349 -0.46 1.39 0.71 -0.148
C -0.7150 6.4163 3.4368 0.03 1.45 0.46 -0.137
C -1.1953 5.5126 2.3580 -0.50 -0.41 0.01 -0.081
H 1.3222 6.8521 2.7434 0.15 0.05 0.11 0.119
H 1.2151 6.2311 4.4401 0.17 0.35 -0.19 0.138
H -1.1066 7.4213 3.2798 0.61 0.25 0.08 0.128
H -1.0748 6.1282 4.4245 -0.26 -0.33 -0.11 0.126
H -1.1743 5.8849 1.3337 0.11 0.55 0.06 0.128
H -2.2395 5.2626 2.5458 0.44 -0.67 -0.30 0.099
O 2.1300 -0.3442 0.9484 -1.77 0.26 -2.01 0.052
C 1.2089 -0.2413 0.1181 1.50 -0.14 2.48 -0.439
O 0.8057 -1.2867 -0.5959 1.01 -0.97 -0.10 0.029
C -0.3351 -0.9949 -1.3932 -0.72 -0.31 -0.54 -0.141
C -0.4257 0.4915 -1.3915 -1.02 1.61 -0.39 -0.149
C 0.2888 0.9151 -0.1297 0.47 0.25 -0.01 -0.059
H -1.1951 -1.4972 -0.9502 -0.02 0.03 0.13 0.120
H -0.2252 -1.3566 -2.4155 0.31 -0.32 0.15 0.112
H -1.4544 0.8517 -1.3846 -0.12 -0.19 0.07 0.094
H 0.0056 0.9264 -2.2931 0.41 -0.11 0.04 0.119
H -0.3831 0.9860 0.7256 -0.08 0.02 0.11 0.117
H 0.8340 1.8576 -0.1799 -0.02 -0.09 -0.01 0.121
C 1.5532 1.4303 4.0138 0.79 0.05 -0.87 -0.065
C 3.0516 1.4574 3.6368 -0.78 0.46 -0.43 -0.265
C 3.9521 1.4000 4.8086 0.64 -0.06 1.80 -0.205
C 3.8237 2.5129 5.8165 0.36 -1.86 -2.07 -0.203
N 3.6942 3.3241 6.6013 -0.20 1.14 1.01 0.136
H 1.3216 0.7743 4.8529 0.24 0.07 0.13 0.064
H 1.0308 1.0575 3.1327 -0.35 0.25 0.08 0.054
H 1.2585 2.4565 4.2331 -0.34 -0.21 0.09 0.067
H 3.2893 2.3784 3.1044 -0.28 0.08 -0.27 0.101
H 3.3529 0.6510 2.9682 -0.35 -0.10 0.02 0.070
H 4.9770 1.2632 4.4638 0.20 0.42 0.33 0.118
H 3.7127 0.4974 5.3709 0.09 -0.16 0.20 0.107
C 5.4493 0.7861 0.5410 0.10 -0.08 0.42 -0.106
C 5.8441 -0.0677 -0.6709 -1.31 1.23 -0.04 -0.201
C 4.5645 -0.3852 -1.5528 0.96 0.57 -0.04 -0.156
C 3.9125 0.8316 -2.1306 0.43 -0.64 0.69 -0.217
N 3.3924 1.7693 -2.5452 0.00 -0.08 0.03 0.166
H 6.2912 1.0189 1.1930 0.25 -0.34 -0.03 0.078
H 4.6759 0.3257 1.1557 -0.12 0.03 -0.09 0.043
H 5.1224 1.7777 0.2278 -0.36 -0.13 -0.19 0.054
H 6.3681 -0.9825 -0.3940 -0.15 0.02 -0.14 0.108
H 6.4962 0.6183 -1.2116 0.27 -0.59 -0.52 0.108
H 3.8127 -0.9355 -0.9871 0.02 0.05 0.14 0.094
H 4.8698 -1.0076 -2.3940 -0.05 -0.03 -0.04 0.090
```
Forces are in eV/Å.

***

(3)
12
Properties=species:S:1:pos:R:3:forces:R:3:lowdin_charge:R:1 method="wB97M-V/def2-TZVPD" relative_energy_ev=1.617 total_charge=+1
C 0.7685 0.1778 -2.6513 0.93 0.08 -0.75 0.176
C 0.7180 -0.3235 -1.5751 -1.32 0.72 0.92 -0.193
N 0.3463 -0.8321 -0.3816 0.53 0.85 2.73 0.110
C -0.2165 -0.0283 0.7028 0.68 -3.05 -1.99 -0.338
N -0.5496 -0.6243 1.8471 2.12 -1.91 0.03 0.209
N -0.6134 1.1644 0.4199 0.65 0.46 -1.05 0.250
H 1.2168 0.5161 -3.5392 -0.16 0.44 -0.74 0.048
H 1.0228 -1.5630 -0.1757 -0.58 -0.26 0.93 0.164
H 0.0881 -1.3171 2.2883 -0.83 0.43 -1.01 0.164
H -1.2160 -0.3039 2.4985 -0.70 1.05 0.47 0.120
H -1.3990 1.4845 0.9243 -0.54 1.23 0.44 0.140
H -0.1659 1.6494 -0.3579 -0.78 -0.04 0.00 0.150

***

no.,energy (Eh),orbital gap (eV)
1,-1785.55104,6.19
2,-4100.74164,9.44
3,-281.85846,9.95